Density functional theory data (wB97M-V/def2-TZVPD) for a cluster of 2 separate species, C4H11ClNOP in total at a distorted geometry.

Last columns: bonded neighbours and bond lengths (Å).
CARTESIAN COORDINATES (ANGSTROEM)
1 C -2.824 0.286 -2.689  C3 1.567, H9 1.105, H10 1.155, H11 1.114
2 C 2.871 -1.465 2.542  P7 1.880, H12 1.087, H13 1.042, H14 1.018
3 C -1.297 0.350 -2.339  C1 1.567, C4 1.434, H15 1.089, H16 1.078
4 C -0.970 0.990 -1.097  C3 1.434, N5 1.256, H18 1.136
5 N 0.131 1.086 -0.498  C4 1.256, H19 1.025
6 O 0.916 0.261 2.260  P7 1.654, H17 0.999
7 P 2.338 0.248 3.105  C2 1.880, O6 1.654, Cl8 1.985
8 Cl 1.639 -0.241 4.897  P7 1.985
9 H -3.000 -0.321 -3.596  C1 1.105
10 H -3.443 -0.223 -1.858  C1 1.155
11 H -3.311 1.285 -2.763  C1 1.114
12 H 3.937 -1.557 2.347  C2 1.087
13 H 2.549 -2.174 3.236  C2 1.042
14 H 2.299 -1.639 1.719  C2 1.018
15 H -0.794 0.674 -3.249  C3 1.089
16 H -0.945 -0.661 -2.212  C3 1.078
17 H 0.954 1.146 1.797  O6 0.999
18 H -1.928 1.406 -0.651  C4 1.136
19 H 0.878 0.551 -0.950  N5 1.025

Calculated values
Energy relative to the best compared isomer or geometry (same formula, charge and spin)   30.04 kcal/mol
Lowest unoccupied orbital energy   1.0 eV
M   155.57 u
Strongest force on any atom   0.065 hartree/bohr
E_tot   -29675.227 eV
SMILES   [H]/N=C\CC.CP(O)Cl
Orbital gap   9.9 eV